Here is C23H27CoN13OS3 as an isolated structure from the OMol25 dataset. Energies are from ωB97M-V/def2-TZVPD.

- Spin multiplicity: 2
- Orbital gap (alpha / beta): 5.48 / 5.46 eV
- Total charge: -2
- F_max: 1.3 eV/Å
- Highest occupied orbital energy (alpha / beta): -1.10 / -1.08 eV
- E: -4257.095237 a.u.
- Energy above the lowest of the compared OMol25 structures with the same formula, charge and spin: 3.027 eV

Atoms and positions in Å:
Co -1.394 0.413 0.896
S 2.895 -0.916 2.300
S -0.089 -0.443 2.984
S -1.825 1.380 -2.330
O -3.030 -0.460 0.544
N -2.841 4.315 1.341
N -0.370 -1.077 0.123
N 0.418 2.701 -1.875
N 1.283 0.999 1.393
N -3.685 2.324 1.543
N 1.652 3.071 1.512
N 2.191 1.863 1.690
N 0.170 1.549 0.947
N 0.663 0.792 -3.127
N -0.577 3.770 0.844
N 0.871 -1.323 0.604
N -2.376 2.160 1.261
N -3.952 3.585 1.593
C -0.193 1.634 -2.477
C -1.913 3.403 1.150
C 2.958 -5.870 3.722
C -0.027 -3.227 -0.894
C 1.552 3.411 -2.440
C -3.231 -1.152 -0.533
C -0.865 -2.011 -0.634
C -4.816 -1.848 -2.259
C 0.403 2.835 1.098
C 1.207 -0.505 1.681
C -4.528 -1.162 -1.097
C 1.693 -5.831 4.289
C 0.872 -4.734 4.047
C -2.223 -1.919 -1.187
C -0.423 -0.465 -4.970
C 3.388 -4.820 2.920
C 1.184 4.232 -3.671
C -2.552 -2.604 -2.359
C 0.221 -0.520 -3.595
C 1.300 -3.687 3.245
C 2.570 -3.722 2.667
C 3.058 -2.632 1.750
C -3.823 -2.574 -2.914
H -0.262 3.293 -1.414
H 0.384 -3.578 0.056
H -4.034 -3.107 -3.834
H 2.542 -2.680 0.789
H 0.274 -0.069 -5.714
H 1.351 -6.644 4.918
H 4.381 -4.852 2.481
H 0.817 3.579 -4.465
H -0.353 4.692 1.186
H 2.347 2.706 -2.687
H 2.049 4.785 -4.045
H 3.614 -6.714 3.906
H -0.476 -0.943 -2.871
H 1.110 -1.154 -3.621
H 0.838 -2.992 -1.527
H -0.611 -4.022 -1.355
H -0.733 -1.467 -5.275
H -1.776 -3.168 -2.867
H 1.951 4.050 -1.650
H 0.394 4.945 -3.430
H -5.822 -1.811 -2.667
H 4.129 -2.761 1.580
H 1.596 0.803 -2.745
H 0.659 -2.823 3.086
H -1.309 0.167 -4.940
H -0.114 -4.685 4.492
H -5.279 -0.575 -0.584

Here is one molecule with the formula C23H27F2N3O4S from the OMol25 dataset. Energies are from ωB97M-V/def2-TZVPD.

- Orbital gap: 9.06 eV
- F_max: 1.0 eV/Å
- Highest occupied orbital energy: -8.97 eV
- E: -1955.838908 a.u.
- Energy above the lowest of the compared OMol25 structures with the same formula, charge and spin: 0.083 eV
- SMILES: O=C(CCNC(=O)C1CCN(S(=O)(=O)c2ccc(F)cc2)CC1)NCCc1cccc(F)c1

Atoms and positions in Å:
S 1.378 0.494 1.406
F -7.295 -0.900 -0.925
F 3.847 5.339 3.574
O 0.917 0.751 0.055
O 2.112 -3.008 -3.111
O 0.388 0.014 2.320
O -2.769 -2.102 -2.047
N 0.995 -1.172 -2.413
N 2.688 -0.541 1.501
N -1.481 -0.960 -0.589
C -2.994 -0.470 1.287
C 2.280 3.098 1.231
C -6.128 -0.234 -0.789
C 2.329 -1.948 1.513
C 3.396 -0.624 -0.874
C 3.103 3.135 3.895
C -2.100 -1.512 0.593
C -5.224 -0.662 0.163
C 2.749 -2.015 -0.998
C -3.774 1.129 -0.485
C -1.935 -1.249 -1.830
C 1.937 -2.127 -2.298
C -4.029 0.026 0.322
C 3.272 4.237 3.070
C -0.007 -1.145 -3.454
C 3.762 -0.269 0.568
C -1.273 -0.451 -2.948
C 2.514 2.000 3.368
C 1.790 -2.374 0.152
C -4.690 1.538 -1.439
C -5.883 0.857 -1.601
C 2.869 4.241 1.744
C 2.112 1.994 2.045
H 1.570 -2.078 2.285
H 3.429 3.180 4.922
H 0.829 -1.879 0.006
H -2.848 1.672 -0.363
H 2.722 0.146 -1.244
H 0.911 -0.466 -1.696
H -2.695 -2.367 0.267
H 3.222 -2.514 1.788
H -3.465 -0.937 2.152
H -6.611 1.155 -2.338
H 1.613 -3.450 0.140
H 4.008 0.793 0.646
H 2.353 1.118 3.966
H -1.027 0.554 -2.602
H 4.628 -0.848 0.904
H 1.944 3.052 0.207
H -0.218 -2.176 -3.752
H -4.474 2.393 -2.062
H 0.378 -0.610 -4.332
H -2.361 0.349 1.635
H -5.453 -1.527 0.765
H 3.017 5.122 1.141
H -1.987 -0.383 -3.769
H 3.541 -2.769 -1.037
H 4.296 -0.597 -1.490
H -1.325 -1.838 1.292
H -0.853 -0.182 -0.436

Here is C23H27IrN7OS2 as an isolated structure from the OMol25 dataset. Energies are from ωB97M-V/def2-TZVPD.

- Orbital gap: 6.17 eV
- Total charge: +3
- F_max: 0.8 eV/Å
- Highest occupied orbital energy: -16.76 eV
- E: -2250.964385 a.u.

Atoms and positions in Å:
Ir 1.588 1.101 -0.034
S 0.744 1.638 1.922
S -0.152 1.229 -1.526
O -3.746 -0.420 1.322
N -1.656 -0.888 -2.132
N 1.078 3.569 3.734
N 1.790 -1.545 -1.641
N 2.582 2.921 -0.153
N -1.954 0.007 0.012
N 2.054 -0.816 -0.529
N 2.348 3.939 2.000
C -2.476 -2.354 0.760
C 2.905 -2.879 -0.296
C -0.914 -4.171 0.603
C 2.566 4.970 2.923
C -3.340 -1.796 -3.672
C 2.303 -2.771 -1.542
C -3.488 -3.248 1.113
C 1.782 4.727 3.986
C 2.953 3.870 0.724
C -3.214 -4.603 1.186
C 3.119 2.973 -1.404
C 4.038 3.902 -1.804
C -1.348 -0.057 -1.173
C -2.836 -0.927 0.746
C 0.091 2.964 4.635
C 3.911 4.825 0.392
C -4.452 -2.825 -3.834
C 1.424 3.099 2.537
C -1.929 -5.063 0.932
C -1.183 -2.816 0.513
C 4.459 4.844 -0.870
C -2.828 -1.786 -2.239
C 2.729 -1.647 0.300
H 0.084 3.538 5.557
H 0.088 -4.540 0.436
H -0.894 3.002 4.174
H 0.375 1.936 4.853
H -3.999 -5.299 1.445
H -4.479 -2.870 1.326
H -2.529 -2.784 -1.913
H 3.051 -1.304 1.270
H 1.664 5.277 4.903
H -5.289 -2.609 -3.170
H 2.768 2.215 -2.094
H 4.420 3.885 -2.814
H -4.830 -2.818 -4.854
H -0.382 -2.119 0.294
H 4.230 5.558 1.114
H -3.703 -0.800 -3.936
H 2.223 -3.478 -2.352
H 3.236 5.789 2.752
H -1.119 -0.789 -2.986
H -2.514 -2.030 -4.352
H -1.713 -6.120 1.006
H 5.200 5.589 -1.126
H -3.595 -1.419 -1.556
H 3.419 -3.735 0.106
H -1.899 0.908 0.471
H 1.330 -1.117 -2.429
H -4.093 -3.832 -3.617

Here is C23H27N3O3S as an isolated structure from the OMol25 dataset. Energies are from ωB97M-V/def2-TZVPD.

- Orbital gap: 7.67 eV
- F_max: 17.8 eV/Å
- Highest occupied orbital energy: -7.79 eV
- E: -1680.011435 a.u.
- Energy above the lowest of the compared OMol25 structures with the same formula, charge and spin: 23.795 eV

Atoms and positions in Å:
S -0.243 3.884 -0.551
O -4.808 0.774 2.307
O -1.237 0.953 -3.788
O -3.841 -0.787 0.110
N 0.012 1.488 -1.645
N 1.375 1.737 0.035
N 0.462 0.354 -1.730
C -2.985 1.550 -0.615
C -3.184 3.336 0.738
C -4.015 1.376 1.517
C 2.708 -3.284 0.636
C 3.569 -0.085 -0.036
C 1.239 0.225 -0.817
C 2.497 -2.344 1.659
C -2.689 2.757 -0.416
C -1.803 3.747 -1.265
C -5.093 -0.596 2.607
C 0.352 2.279 -0.697
C 3.989 -1.620 1.904
C -0.990 1.813 -2.702
C -1.845 3.092 -2.692
C 3.434 -2.755 -0.614
C -3.263 -1.167 -1.181
C 4.779 -2.306 -0.216
C 1.653 -1.218 0.955
C -3.656 0.561 0.478
C 4.449 -1.197 0.813
C -3.687 2.807 1.786
C 2.311 -1.831 -1.173
C 2.321 -0.456 -0.338
H -4.198 -1.220 2.493
H 4.636 -2.556 2.339
H -3.713 -0.943 -2.036
H 5.643 -0.666 0.876
H -2.973 4.533 1.251
H -2.228 -1.147 -0.904
H 3.600 0.945 1.035
H 5.146 -1.646 -1.205
H 4.086 0.385 -0.776
H 5.519 -2.978 0.254
H -2.664 3.232 -3.188
H 3.337 -3.718 -1.441
H 2.776 -1.365 -2.179
H 3.287 -3.973 0.946
H -3.401 -2.242 -0.792
H 3.939 -0.767 2.619
H -1.292 3.846 -3.313
H 1.533 -2.202 -1.406
H -2.614 1.205 -1.560
H 1.997 -2.533 2.502
H 0.721 -1.494 0.758
H 1.703 -3.663 0.354
H -5.830 -0.885 1.686
H -4.203 3.099 2.557
H 1.499 -0.347 1.836
H -2.325 4.863 -1.283
H -5.793 -0.851 3.505

> E of number 3 (C23H27IrN7OS2)?

-2250.964385 a.u.

> Among the records above, which one has the lowest E?

C23H27CoN13OS3